Record 1
A 12-piece molecular cluster, C56H148N12O16 overall in a non-equilibrium geometry, computed with ωB97M-V/def2-TZVPD.

Last column: Mulliken charge in e.
Positions of all 232 atoms, in Å:
C 4.73939 1.81033 3.04473  -0.740
H -3.94856 0.49454 -1.19619  -0.823
N 0.76650 2.34426 -7.09122  -0.571
H 4.67640 -2.05457 2.18798  0.564
H 2.91414 4.11347 -6.84754  0.420
C 1.19676 0.63374 0.45435  0.698
H -2.55845 -2.92725 -1.64623  0.342
O 3.47375 -2.98013 -1.98797  0.003
H -5.07419 -1.16873 -2.28728  0.672
C -0.19607 -0.87733 5.74578  -1.858
H 8.07922 -0.77251 -3.16750  0.287
H 3.91189 -1.85107 -3.55324  0.088
O 2.60493 -2.65308 7.27671  -0.342
H -2.02184 -8.19573 0.44574  0.378
C -1.15240 3.53961 2.36785  0.340
H 1.43249 5.26540 5.11806  0.141
C 0.75090 -5.00048 -5.23389  -0.531
H 3.04885 0.56327 -2.31438  -1.081
H 1.30819 -5.13754 -6.12708  0.454
H 1.54253 -4.43575 0.32049  -0.716
O 0.81156 -0.45848 -0.30914  1.332
C 2.18686 0.72075 -2.97036  0.690
H 0.25423 -1.69549 1.86077  -0.042
C 5.87244 1.06782 -3.08524  0.730
H 3.24486 -3.15845 5.34517  0.571
H -5.97187 5.84435 1.44286  0.322
N -3.35579 3.45074 -5.05916  -0.784
H -5.30398 -3.51079 2.44547  0.582
O 7.25084 1.02406 -2.75991  -0.423
O 2.63790 1.17380 -4.17928  -0.252
H 3.24227 4.68663 -1.26541  -0.278
C -2.07513 1.46620 -4.19865  -0.352
H 1.10494 4.72455 0.13198  -0.613
H -2.09860 4.07355 2.29309  0.478
C 2.36939 -2.72383 5.85551  -0.745
H 1.03352 5.22135 -2.10652  -0.753
H 2.75869 6.53740 2.70863  0.350
H -2.83198 0.64432 -4.25650  -0.329
H 4.33146 -0.63889 1.25501  0.188
H -0.11048 -5.61701 1.57101  0.697
H -1.63022 1.50672 -5.17133  0.450
H -0.49996 -1.09216 -3.22430  -0.483
H -6.74658 -0.87677 -4.22031  0.290
C -2.00920 -5.34880 -3.46125  2.472
H 1.45744 1.35063 -2.43062  -0.143
H -0.89445 0.22269 -1.27487  -0.668
N -4.29436 -0.39231 2.44430  0.672
C -1.55926 3.83331 -3.45456  -1.695
H 0.71492 0.63514 1.44879  -0.556
H 1.79934 -0.27211 -3.11370  0.526
C -0.25408 -5.54506 0.50054  -0.751
H -2.65324 2.29803 4.40986  0.294
H -1.06440 3.61334 -0.30294  -1.265
H -5.02470 -0.44155 -4.58829  0.281
C -2.63450 2.85323 -3.94190  2.282
H 3.25861 -0.79177 5.71038  0.544
O -0.27875 -2.17020 3.75969  -0.508
H -3.40299 2.77091 -3.17676  -0.693
H 0.95361 1.57994 -0.04544  -0.191
H 4.86732 1.15341 -0.59636  0.024
O -0.68349 -6.78085 0.08112  -0.459
H -0.48049 -1.82963 6.22763  0.454
H 3.32536 3.47032 -5.26533  0.153
N 4.49568 -3.95030 0.55886  -0.855
H -3.04091 -4.80537 1.85554  0.285
C 3.08798 5.66128 -1.62633  -0.824
H -1.51552 -2.02028 2.16768  -0.348
H -6.23571 4.56936 -0.66582  0.457
C 4.21414 -2.22773 -1.06538  -1.025
C 0.81025 3.17004 5.48446  0.741
C 1.14296 -5.35610 -0.12346  1.728
H 2.29199 0.53982 0.66191  -0.950
H -2.04075 -6.62997 -5.15499  0.418
H -1.25707 -4.68870 -3.04263  -1.478
O -0.70840 3.66006 3.72855  -0.589
H -0.61290 -6.83601 -4.17214  0.489
H -2.88811 3.42859 -5.93798  0.254
N -5.66323 1.24376 -0.15068  -0.222
H -1.98273 4.80833 -3.28564  0.594
O -6.06639 3.78038 1.19955  -0.171
C -1.72327 3.41611 -1.14330  0.937
C 4.78772 -1.61404 1.24032  -1.581
H 5.99504 3.22089 -3.44091  0.477
C 1.61351 5.98471 -1.46675  1.475
H 2.21124 -4.89783 -1.89822  0.104
C -2.52165 -6.42603 -2.48142  -1.682
H 1.77544 4.40450 -5.49918  0.278
H 5.40364 2.68724 3.19473  0.449
H 2.90451 -2.41710 0.45819  -1.025
H 0.96025 -6.15526 -2.08664  0.605
H 0.48107 -4.52820 -1.98167  -0.203
H -0.79807 -0.09002 6.17632  0.567
N 2.06816 2.38925 5.57276  -0.360
H 0.38252 7.55996 -2.02133  0.278
H 2.27703 -1.33737 4.26370  -0.056
H -1.21130 2.48008 2.02712  0.119
H 0.87378 -2.02493 -2.43488  -0.348
H 2.41337 4.94139 1.92014  0.026
H -4.58541 2.93414 -0.90633  -0.469
H 0.74627 2.12590 -4.46790  -0.518
C 2.46766 3.66510 -5.91030  -1.154
H -3.71252 -5.02655 3.50126  0.397
H -0.13038 -0.07213 3.78771  0.037
C -5.25027 -1.47702 2.53907  -0.732
H 0.03861 1.84563 4.02352  -1.475
H 0.44824 1.41154 -7.34929  0.204
H 1.93387 -7.28414 -0.16192  0.288
H 1.15299 -5.69933 -4.54566  0.240
H 1.57545 4.60065 6.76323  0.550
H 3.35835 -4.48124 7.61603  0.344
C -0.48041 -2.29129 2.40270  1.083
H 4.38926 2.64456 -3.20209  -0.176
H 3.73839 6.34764 -1.03895  0.284
H 1.36012 -0.53939 6.92134  0.275
H -4.27422 -2.88945 1.14855  0.262
C 2.02623 5.95231 2.09528  -0.447
C 2.56721 -3.85812 7.93802  -0.823
H 7.04145 -0.69672 -1.71978  -0.038
H -2.93079 -5.90313 -1.61644  0.236
N -3.05737 -4.41273 -3.93619  -0.546
O -0.89509 3.35503 -2.27601  0.436
H 0.03304 5.01281 6.09938  0.370
H 5.35414 0.33522 -2.49683  -0.726
C 1.96805 2.29304 -6.19593  0.214
H -3.29770 -6.91573 -3.02959  0.673
C -1.29536 -6.12816 -4.59377  -1.183
C 4.65514 2.24564 -0.59707  0.686
H -0.45959 4.10358 1.73135  -0.635
H -0.53917 -2.89965 -3.09686  -0.311
H -4.73110 -0.60882 -0.04945  -0.813
C 2.31908 -1.29188 5.36525  -0.316
C -6.55707 5.00721 1.72523  -0.957
C 4.01328 -2.58476 0.32229  2.649
H -7.49118 3.30331 -0.11726  0.431
H -0.02044 6.17399 0.00096  0.393
H 0.89651 -3.98109 -4.90636  0.066
C -3.05428 -4.39601 2.88138  -0.861
H -7.57536 5.03974 1.37032  0.379
H -2.69372 -4.02203 -4.77389  0.268
C 1.02326 5.79971 -0.03280  0.327
H -5.59572 1.49631 5.07751  0.357
H -4.25666 3.01903 -5.18741  0.264
C -0.62179 -0.92220 4.32851  0.685
H -1.00154 -4.75657 0.25050  -0.043
H -2.71712 -6.59858 0.64162  0.182
N 2.12267 -6.37135 0.25698  -0.571
H -3.54251 2.60568 5.91400  0.523
C 1.52330 1.48247 -5.00377  0.165
N 1.19661 -0.50597 5.94885  -0.228
H -6.04824 2.44044 -1.83063  0.391
C -2.93935 1.89682 5.38074  -0.691
C 4.97234 2.68330 0.86574  -1.360
H 3.96978 -1.17131 -1.24674  -0.303
H -6.71098 4.95689 2.84992  0.231
H 6.47780 2.86970 -1.20645  0.455
H -0.82186 3.88454 -4.26089  0.201
O 1.83565 6.57623 0.86940  -0.464
N 5.49032 2.99010 -1.48577  -0.164
O -5.75325 0.53833 -3.01101  -0.136
C 5.40353 2.50482 -2.84655  -0.587
H 1.76379 1.41961 5.72383  0.187
C -0.80883 -1.89766 -1.12689  1.794
H 4.37662 -4.29891 1.51578  0.357
H 1.42916 -3.15708 5.65034  0.305
H 6.06157 2.45116 0.99033  0.558
H -2.26651 2.50210 -0.95293  -0.380
H -1.60409 -7.26515 1.88622  0.394
O -3.68425 0.69342 5.32116  -0.280
H -6.35197 0.73259 -4.92573  0.238
O -0.59620 -5.29632 -5.43449  -0.461
H -2.08343 1.70341 6.04642  0.015
H -0.06544 2.81886 6.09216  -0.165
H -6.19972 -1.31594 1.94864  0.149
C 1.00837 4.61154 5.87812  -1.576
H 1.78860 8.02181 -1.34411  0.307
H 3.41276 -3.48913 -3.98202  0.097
H 1.62177 -4.35532 7.76346  0.308
H -5.80913 1.02167 2.86624  0.734
H -0.23132 -2.56449 -0.47273  -0.980
H 4.75911 3.74791 0.99379  0.246
C -0.55786 -0.51843 -0.56452  0.398
H -2.08129 -4.52902 3.35195  0.131
H 3.95280 -4.58168 -0.00947  0.198
C -5.68573 -0.37840 -1.92482  -1.254
C -6.45275 3.63602 -0.14131  -1.005
C -4.60971 -2.72781 2.14059  -0.653
C -4.78096 0.86454 3.15656  -0.814
H 3.40850 5.81197 -2.68733  0.376
H 5.48312 0.96272 3.09932  0.231
H -2.47554 4.22739 -1.15486  0.558
C 0.39700 2.90544 4.06364  1.910
H -3.88054 -4.91090 -4.19968  0.271
H 8.67009 0.10068 -1.69234  0.239
O 4.16619 1.89154 1.75458  0.140
H -0.35279 -3.33772 2.12718  -0.239
C 7.78744 -0.16102 -2.29810  -0.321
C -4.94120 0.22471 -0.79781  2.119
H -2.61417 -2.16821 -0.12537  -0.522
C 4.00155 -2.90104 -3.26859  -0.552
H 0.98877 2.83508 -7.93754  0.270
H 5.26741 -2.39046 -1.28643  0.505
H 1.27162 3.04335 3.38920  0.065
N 1.34117 7.31671 -1.98043  -0.760
H 5.04340 -3.19553 -3.50454  0.328
C 1.18251 -5.21436 -1.59236  -0.942
O -3.41933 -3.04183 2.98943  -0.206
H 1.01171 0.55631 -5.31142  0.284
H 1.11062 5.87427 2.69034  0.265
H -1.24537 1.06407 -3.60514  -0.435
H 2.65071 2.57639 6.39919  0.324
H -5.29076 1.33259 0.79491  0.061
C -1.80311 -7.21465 0.81573  -0.846
H 2.17353 -6.50553 1.26900  0.311
H 3.64102 2.45207 -0.89076  -0.197
H -5.54806 -1.58081 3.57133  0.556
H -4.20505 1.77862 2.84823  0.189
H 2.70462 -3.77256 9.01853  0.242
C -5.98008 -0.05706 -4.28144  -0.876
H -1.76533 -7.18084 -2.23223  0.324
H -5.38695 -0.18824 4.88607  0.400
H -1.19958 -0.44050 0.33526  -0.081
H -1.69187 -0.75525 4.25357  -0.286
H -3.38146 -0.71836 2.77694  -0.270
H -6.69690 -0.73116 -1.63834  0.234
C -0.23506 -1.98028 -2.58127  0.255
H 3.96418 1.84581 3.77626  0.002
C -5.63707 2.54953 -0.83045  0.402
H 5.65383 0.83428 -4.13626  0.534
C -4.88638 0.72470 4.63589  -0.965
H 5.83798 -1.53306 0.97429  0.190
N -2.27172 -2.11598 -1.08130  0.206
H 2.75212 1.75183 -6.69146  0.341

**Gap between HOMO and LUMO**: 9.0 eV
**M**: 1245.9 g/mol
**Net charge**: 0
**HOMO energy**: -0.3113 Ha
**LUMO energy**: 0.495 eV

***

Record 2
A 2-piece molecular cluster, C8H8N4O4 overall in a non-equilibrium geometry, computed with ωB97M-V/def2-TZVPD.

Last column: Mulliken charge in e.
Positions of all 24 atoms, in Å:
H -0.06025 0.47764 -2.12436  0.283
H -2.83384 0.64278 1.72187  0.372
H 2.27258 1.95168 1.48310  0.327
H -2.96985 -1.20823 0.38692  0.265
C -2.17501 0.57880 0.88770  -0.273
H -1.39134 2.49963 1.31600  0.408
O 0.11146 2.66881 -0.96104  -0.679
N 2.24377 0.51977 -0.09655  0.078
C 0.42927 -1.02979 1.40947  0.585
N -2.34688 -0.47802 0.05011  0.038
C 1.83502 0.96788 1.20234  -0.255
C -1.53584 -0.62192 -1.04663  0.180
O 2.14940 -1.05854 -1.77201  -0.641
C -0.60574 1.68771 -0.60163  0.602
C 1.81404 -0.64726 -0.65706  0.168
H 0.51208 -2.16719 -0.34189  0.275
C 1.06898 0.19941 1.97494  -0.596
N 0.85308 -1.33962 0.09645  -0.032
H 0.90824 0.51793 2.94908  0.531
N -0.70881 0.49765 -1.33163  0.001
C -1.38921 1.63078 0.63771  -0.555
O -1.43455 -1.70424 -1.63098  -0.627
H 2.89818 1.01313 -0.62909  0.186
O -0.36043 -1.74595 2.03510  -0.644

**Gap between HOMO and LUMO**: 9.7 eV
**M**: 224.2 g/mol
**Net charge**: 0
**HOMO energy**: -0.3438 Ha
**LUMO energy**: 0.368 eV

***

Record 3
An isolated molecule of C4H9ClS in a non-equilibrium geometry, computed with ωB97M-V/def2-TZVPD.

Last column: Mulliken charge in e.
Positions of all 15 atoms, in Å:
C 0.00502 1.14925 -0.57070  -0.933
C -2.16736 -1.92113 -0.29901  -1.187
Cl 0.51048 -0.86107 1.27268  -0.196
H 1.97830 1.69213 0.58091  0.108
H -0.08700 -0.93791 -0.97334  0.225
C -0.29872 -0.21663 -0.23194  0.254
H -2.23962 -0.03054 -1.10441  0.285
H -2.29442 0.12864 0.67508  0.414
S 1.69911 1.63027 -0.69519  -0.199
H -3.23464 -2.02242 -0.20445  0.368
H -1.68052 -2.43705 0.54326  0.288
H -1.69750 -2.33481 -1.17941  0.350
C -1.83726 -0.44323 -0.12641  -0.536
H -0.34463 1.28497 -1.54913  0.351
H -0.47382 1.80131 0.06731  0.409

**Gap between HOMO and LUMO**: 10.1 eV
**M**: 124.6 g/mol
**Net charge**: 0
**HOMO energy**: -0.3392 Ha
**LUMO energy**: 0.879 eV

***

Record 4
An isolated molecule of C5H8O3 in a non-equilibrium geometry, computed with ωB97M-V/def2-TZVPD.

Last column: Mulliken charge in e.
Positions of all 16 atoms, in Å:
C -2.05542 0.18511 -0.89466  -0.066
H 1.42616 0.95367 1.45377  0.282
H 3.47678 0.43362 0.56241  0.289
O -0.87669 -2.12730 0.19645  -0.540
H -1.30729 1.18177 0.85415  0.372
O 2.76978 0.12755 0.04828  -0.523
C 0.37613 0.01060 -0.28264  0.240
C -0.36578 -0.89748 0.58971  -0.461
H 1.59318 1.85328 -0.04967  0.292
H -3.12769 0.61647 -0.67325  0.275
H -0.22846 -0.73940 1.60960  0.419
C -0.99655 0.47250 0.07224  -0.137
O -1.85399 -0.49010 -1.88917  -0.549
H 0.61508 -0.37300 -1.23517  0.406
H -0.95990 -2.02276 -0.70678  0.343
C 1.51468 0.81548 0.34473  -0.642

**Gap between HOMO and LUMO**: 10.4 eV
**M**: 116.1 g/mol
**Net charge**: 0
**HOMO energy**: -0.3527 Ha
**LUMO energy**: 0.771 eV

***

Record 5
C16H16FeN4O3 as an isolated structure in a non-equilibrium geometry, computed with ωB97M-V/def2-TZVPD.

Last column: Mulliken charge in e.
Positions of all 40 atoms, in Å:
H 3.72428 2.41442 -1.51554  0.257
H 3.73420 -4.26344 0.29454  0.313
H 4.75003 -0.50073 -1.74128  0.317
H -3.14745 4.34245 -2.81948  0.446
H -4.44645 3.02259 -1.05837  0.383
O 0.71695 -1.54419 0.50913  -0.663
N 2.93973 -1.33997 -0.16983  0.376
O 1.72880 0.50445 -0.80379  -0.683
O 2.27406 -3.03852 1.11430  -0.309
C -2.70078 -1.92515 3.00153  -0.655
C 4.13973 -2.18286 -0.09987  -0.699
C 3.68124 -3.29304 0.79212  -0.386
H 4.99663 -1.64040 0.30342  0.446
C 1.90428 -1.94249 0.49711  0.391
C 4.03222 0.29953 -1.52702  -0.440
N -1.96460 -0.43157 1.23605  -0.148
H -5.20188 0.16194 2.01517  0.369
C -4.23714 -0.34046 2.09146  -0.584
C 4.31931 1.57654 -1.87685  -0.764
C -0.75204 2.19150 -1.72051  -0.036
H 5.19236 1.76445 -2.50350  0.296
C -2.68079 3.54199 -2.24975  -0.398
C -1.74012 -1.44749 2.11863  -0.006
H 0.29696 1.91499 -1.84246  0.436
H -0.73179 3.73766 -3.19562  0.424
C 2.82290 -0.11222 -0.84677  0.887
N -3.51014 1.12296 0.35659  -0.032
H -0.74318 -1.88281 2.08601  0.335
C -2.75299 1.79894 -0.58400  0.727
H -4.46534 1.45532 0.43312  0.158
H -4.75753 -1.72607 3.67750  0.446
C -3.98723 -1.36769 2.99578  -0.433
H 4.23807 -3.31048 1.72897  0.311
N -1.45401 1.47740 -0.78159  -0.285
C -1.33423 3.20691 -2.45939  -0.703
C -3.39779 2.82753 -1.29537  -0.586
H -2.43970 -2.72814 3.68809  0.426
Fe -0.23479 0.11944 0.01463  1.089
H 4.39266 -2.55763 -1.09409  0.386
C -3.20443 0.09435 1.23093  0.588

**Gap between HOMO and LUMO (spin up / spin down)**: 7.3 / 7.2 eV
**M**: 368.2 g/mol
**Net charge**: +2
**HOMO energy (spin up / spin down)**: -0.5228 / -0.5228 Ha
**LUMO energy (spin up / spin down)**: -6.943 / -7.057 eV
**2S+1**: 5

***

Copy entry 3 word for word.
An isolated molecule of C4H9ClS in a non-equilibrium geometry, computed with ωB97M-V/def2-TZVPD.

Last column: Mulliken charge in e.
Positions of all 15 atoms, in Å:
C 0.00502 1.14925 -0.57070  -0.933
C -2.16736 -1.92113 -0.29901  -1.187
Cl 0.51048 -0.86107 1.27268  -0.196
H 1.97830 1.69213 0.58091  0.108
H -0.08700 -0.93791 -0.97334  0.225
C -0.29872 -0.21663 -0.23194  0.254
H -2.23962 -0.03054 -1.10441  0.285
H -2.29442 0.12864 0.67508  0.414
S 1.69911 1.63027 -0.69519  -0.199
H -3.23464 -2.02242 -0.20445  0.368
H -1.68052 -2.43705 0.54326  0.288
H -1.69750 -2.33481 -1.17941  0.350
C -1.83726 -0.44323 -0.12641  -0.536
H -0.34463 1.28497 -1.54913  0.351
H -0.47382 1.80131 0.06731  0.409

**Gap between HOMO and LUMO**: 10.1 eV
**M**: 124.6 g/mol
**Net charge**: 0
**HOMO energy**: -0.3392 Ha
**LUMO energy**: 0.879 eV